[1]
262
Properties=species:S:1:pos:R:3 method="wB97M-V/def2-TZVPD" charge=0 e_above_lowest_kj_mol=645.0 energy_ev=-196628.455 gap_ev=7.637 homo_energy_ev=-7.50
O 4.09 6.68 -0.03
P 4.71 5.47 0.47
N 3.61 4.39 1.31
C 4.01 3.14 2.00
C 2.29 4.22 0.73
N 6.19 5.63 1.44
C 7.35 6.28 0.92
C 6.10 5.99 2.90
N 5.28 4.47 -0.79
C 4.75 4.72 -2.13
C 6.08 3.22 -0.63
H 5.00 3.31 2.43
H 4.29 2.36 1.31
H 3.22 2.88 2.71
H 2.43 3.48 -0.06
H 1.88 5.17 0.41
H 1.54 3.82 1.42
H 7.14 7.35 0.95
H 8.23 6.17 1.56
H 7.51 5.97 -0.11
H 6.82 5.46 3.52
H 6.32 7.03 3.17
H 5.09 5.87 3.29
H 5.17 4.08 -2.90
H 3.66 4.70 -2.12
H 5.00 5.74 -2.40
H 6.13 2.98 0.43
H 7.08 3.42 -1.04
H 5.63 2.38 -1.16
O 3.89 -0.94 2.63
P 3.73 -2.38 2.22
N 2.19 -3.12 2.68
C 2.09 -4.10 3.84
C 0.99 -2.41 2.28
N 4.94 -3.53 2.76
C 5.00 -4.91 2.23
C 6.17 -2.98 3.35
N 3.87 -2.48 0.52
C 4.23 -1.37 -0.36
C 3.40 -3.58 -0.34
H 2.66 -4.98 3.55
H 1.03 -4.27 4.02
H 2.53 -3.68 4.74
H 0.96 -1.37 2.63
H 0.09 -2.78 2.76
H 0.94 -2.20 1.21
H 5.41 -5.60 2.96
H 3.95 -5.09 2.01
H 5.64 -4.94 1.35
H 6.83 -3.18 2.50
H 5.90 -1.94 3.51
H 6.41 -3.53 4.26
H 3.34 -0.93 -0.82
H 4.73 -0.53 0.11
H 4.91 -1.61 -1.17
H 2.89 -4.21 0.39
H 4.29 -3.96 -0.84
H 2.70 -3.29 -1.12
O -8.11 -2.68 3.54
P -7.08 -3.03 2.55
N -5.89 -4.27 2.92
C -5.38 -4.36 4.28
C -5.16 -4.99 1.86
N -6.03 -1.69 2.17
C -5.62 -0.77 3.28
C -5.08 -1.62 1.05
N -7.74 -3.53 1.04
C -8.37 -2.51 0.19
C -8.50 -4.82 0.94
H -6.14 -4.74 4.96
H -5.05 -3.36 4.57
H -4.55 -5.07 4.36
H -4.49 -5.76 2.23
H -4.82 -4.30 1.09
H -5.95 -5.61 1.42
H -5.80 0.25 2.93
H -6.30 -0.78 4.13
H -4.60 -0.91 3.64
H -4.23 -2.20 1.42
H -5.56 -1.88 0.11
H -4.68 -0.64 0.79
H -8.86 -2.93 -0.69
H -9.17 -2.02 0.74
H -7.80 -1.64 -0.14
H -9.58 -4.71 1.02
H -8.05 -5.51 1.65
H -8.25 -5.26 -0.03
O -4.92 -2.20 -2.92
P -4.18 -1.00 -3.43
N -2.53 -1.25 -3.55
C -1.60 -0.83 -2.46
C -1.88 -2.12 -4.47
N -4.43 0.46 -2.47
C -5.80 0.59 -1.98
C -3.69 1.73 -2.59
N -4.63 -0.38 -5.01
C -3.87 0.68 -5.82
C -5.95 -0.75 -5.54
H -1.95 -0.17 -1.67
H -0.69 -0.40 -2.88
H -1.24 -1.71 -1.92
H -2.51 -2.43 -5.30
H -1.62 -2.97 -3.84
H -0.89 -1.77 -4.76
H -6.00 1.39 -1.27
H -6.51 0.78 -2.79
H -5.99 -0.32 -1.42
H -2.63 1.63 -2.34
H -3.85 2.18 -3.57
H -4.03 2.50 -1.90
H -4.12 1.69 -5.52
H -2.80 0.60 -5.60
H -4.15 0.60 -6.87
H -6.60 -1.23 -4.80
H -5.93 -1.41 -6.40
H -6.38 0.24 -5.70
O -2.78 -7.24 -0.37
P -1.83 -6.93 -1.45
N -1.40 -8.43 -2.22
C -2.09 -9.75 -1.94
C -0.25 -8.56 -3.09
N -0.34 -6.26 -0.86
C -0.39 -5.44 0.33
C 0.59 -5.73 -1.72
N -2.45 -5.98 -2.73
C -3.72 -5.27 -2.54
C -2.04 -6.06 -4.19
H -3.16 -9.62 -1.78
H -1.57 -10.29 -1.16
H -1.84 -10.45 -2.74
H 0.67 -8.38 -2.54
H -0.24 -7.90 -3.96
H -0.26 -9.47 -3.69
H -0.86 -4.48 0.10
H -1.08 -5.91 1.03
H 0.63 -5.32 0.68
H 0.50 -4.64 -1.73
H 1.64 -5.91 -1.52
H 0.49 -5.95 -2.79
H -4.52 -5.76 -3.09
H -3.95 -5.26 -1.47
H -3.68 -4.24 -2.90
H -2.70 -5.42 -4.76
H -2.09 -7.09 -4.53
H -1.01 -5.71 -4.30
O 5.62 0.10 -3.75
P 4.60 -0.03 -4.84
N 3.30 1.09 -4.74
C 3.11 2.03 -3.60
C 2.33 1.19 -5.72
N 3.67 -1.49 -4.83
C 3.84 -2.39 -3.63
C 2.55 -1.78 -5.76
N 5.43 0.09 -6.36
C 6.32 -0.96 -6.88
C 5.67 1.56 -6.77
H 4.15 2.15 -3.29
H 2.60 1.60 -2.74
H 2.61 2.94 -3.93
H 2.13 2.25 -5.90
H 1.33 0.92 -5.36
H 2.73 0.73 -6.62
H 3.26 -3.32 -3.67
H 4.87 -2.73 -3.48
H 3.58 -1.88 -2.70
H 2.80 -1.79 -6.82
H 2.14 -2.78 -5.62
H 1.73 -1.15 -5.44
H 5.87 -1.94 -6.72
H 6.49 -0.81 -7.94
H 7.24 -0.91 -6.28
H 4.73 2.00 -7.11
H 6.44 1.54 -7.54
H 6.07 2.16 -5.96
O -1.52 -0.32 8.10
P -1.93 -1.72 7.97
N -1.10 -2.54 6.68
C -0.98 -4.01 6.59
C -0.33 -1.65 5.75
N -3.54 -2.00 7.42
C -4.17 -3.26 7.46
C -4.52 -0.82 7.13
N -1.63 -2.60 9.39
C -2.72 -2.65 10.38
C -0.36 -3.05 9.98
H -0.03 -4.31 6.13
H -1.77 -4.36 5.94
H -1.07 -4.42 7.60
H -0.60 -0.60 5.82
H -0.41 -1.93 4.69
H 0.76 -1.74 5.84
H -3.43 -4.05 7.36
H -4.62 -3.42 8.44
H -4.90 -3.49 6.69
H -5.41 -0.97 7.74
H -4.23 0.20 7.40
H -4.84 -0.90 6.09
H -2.99 -3.70 10.50
H -2.59 -2.13 11.33
H -3.71 -2.36 10.01
H -0.33 -4.07 10.36
H -0.23 -2.39 10.84
H 0.43 -2.79 9.29
O -1.42 8.45 -3.52
P -0.11 8.72 -2.98
N 0.26 7.88 -1.53
C -0.28 6.58 -1.31
C 1.46 8.16 -0.70
N 0.09 10.35 -2.52
C 0.09 11.48 -3.61
C -0.59 10.83 -1.28
N 1.09 8.23 -4.06
C 1.35 6.80 -4.43
C 1.37 9.02 -5.20
H 0.53 5.85 -1.23
H -0.87 6.33 -2.19
H -0.79 6.60 -0.35
H 1.31 7.74 0.29
H 1.69 9.22 -0.69
H 2.35 7.65 -1.08
H 1.08 11.94 -3.50
H 0.07 11.11 -4.63
H -0.77 12.15 -3.57
H 0.02 11.37 -0.55
H -1.40 11.46 -1.62
H -1.16 10.02 -0.83
H 0.48 6.34 -4.90
H 2.29 6.74 -4.98
H 1.30 6.34 -3.45
H 1.82 9.89 -4.71
H 0.43 9.24 -5.70
H 2.08 8.54 -5.88
C 0.84 1.21 0.06
C -0.26 0.46 0.61
N -1.21 -0.10 1.09
H 0.49 2.21 0.32
H 1.02 1.15 -1.02
H 1.77 1.02 0.59
C -1.63 4.25 -4.48
C -0.79 3.46 -3.49
N -0.15 2.98 -2.70
H -1.93 3.58 -5.28
H -0.94 5.01 -4.84
H -2.46 4.79 -4.02
C -2.79 2.24 1.82
C -4.12 2.85 1.99
N -5.18 3.26 2.09
H -2.02 3.01 1.81
H -2.79 1.75 0.85
H -2.68 1.53 2.64
C 6.36 0.90 3.95
C 7.10 2.05 4.35
N 7.64 3.00 4.66
H 5.53 0.72 4.64
H 7.05 0.06 3.95
H 6.00 1.26 2.99
C 0.43 2.51 6.22
C 0.34 2.14 4.79
N 0.31 1.77 3.69
H 1.47 2.56 6.51
H -0.05 1.69 6.76
H 0.00 3.49 6.44


[2]
67
Properties=species:S:1:pos:R:3 method="wB97M-V/def2-TZVPD" charge=0 energy_ev=-103290.206 gap_ev=4.155 homo_energy_ev=-6.43
O 7.12 -1.23 2.17
C 6.18 -1.96 1.55
F 6.14 -3.45 1.73
N 5.09 -1.36 0.67
C 4.02 -0.81 1.63
O 4.15 -1.24 2.91
C 2.82 0.25 1.15
C 3.02 1.50 2.19
O 3.04 2.83 1.57
C 1.69 3.41 1.42
C 0.52 3.49 2.57
C -0.94 4.19 2.21
C -1.29 4.84 0.74
C -0.11 4.82 -0.40
C 1.33 4.11 -0.05
C 2.90 0.57 -0.49
O 4.19 1.03 -1.04
C 1.99 -0.50 -1.39
I 3.39 -1.75 -2.60
C 1.06 0.15 -2.62
C -0.38 0.74 -2.12
C -1.66 0.30 -3.10
C -2.60 -0.85 -2.42
C -3.87 -0.23 -1.52
F -4.91 0.12 -2.53
F -3.27 0.99 -0.85
C -4.29 -1.41 -0.48
F -3.21 -1.70 0.54
F -4.39 -2.68 -1.29
S -5.94 -1.20 0.36
F -5.98 0.50 0.18
F -6.86 -1.51 -1.05
F -5.93 -2.89 0.79
F -5.07 -0.94 1.86
F -7.41 -1.08 1.26
N 1.26 -1.23 -0.26
C 1.32 -0.50 1.10
F 0.28 0.58 1.32
P 0.88 -1.69 2.57
S 1.59 -3.48 2.37
H 4.67 -2.17 0.16
H 2.26 1.37 3.07
H 4.10 1.35 2.67
H 0.76 3.01 3.63
H -1.76 4.19 3.05
H -2.34 5.33 0.46
H -0.22 5.27 -1.51
H 2.17 4.10 -0.88
H 2.25 1.53 -0.56
H 4.65 1.65 -0.39
H 0.86 -0.68 -3.43
H 1.66 1.02 -3.15
H -0.70 0.37 -1.04
H -0.38 1.92 -2.12
H -2.30 1.25 -3.36
H -1.22 -0.15 -4.12
H -3.09 -1.51 -3.28
H -1.97 -1.56 -1.73
H 1.85 -2.08 -0.14
H 0.29 -1.59 -0.48
H -0.59 -1.76 2.55
H 1.21 -1.09 3.85
C -1.57 -4.09 -0.78
O -0.34 -3.66 -1.00
H -1.74 -4.71 0.12
H -2.36 -3.33 -0.66
H -2.03 -4.73 -1.55


[3]
16
Properties=species:S:1:pos:R:3 method="wB97M-V/def2-TZVPD" charge=-1 e_above_lowest_kj_mol=346.0 energy_ev=-12372.229 smiles="CC(C)C1(C(=O)[O-])N=N1" gap_ev=8.146 homo_energy_ev=-4.36
C -1.12 -2.11 0.04
C -1.05 -0.53 -0.28
C 0.46 1.63 -0.86
C 1.20 0.08 0.91
C 0.51 0.16 -0.48
N -1.73 0.06 0.84
N -2.23 0.23 -0.25
O -0.29 -2.84 -0.55
O -2.02 -2.29 0.91
H -0.01 1.90 -1.82
H 1.39 2.05 -1.08
H -0.05 2.05 -0.03
H 0.64 0.61 1.73
H 2.18 0.60 0.79
H 1.12 -0.99 1.33
H 1.01 -0.61 -1.21


[4]
34
Properties=species:S:1:pos:R:3 method="wB97M-V/def2-TZVPD" charge=+1 s2=0.755 e_above_lowest_kj_mol=309.0 energy_ev=-197930.906 gap_ev="4.856 / 5.303" spin_multiplicity=2 homo_energy_ev="-10.69 / -11.13"
Pt 0.17 0.34 0.25
Cl -0.51 -2.54 -6.41
C -0.20 -2.31 -4.75
C -0.89 -1.33 -4.03
Cl -2.07 -0.37 -4.80
C -0.60 -1.13 -2.69
Cl -1.34 0.15 -1.81
C 0.32 -1.94 -1.98
O 0.52 -1.80 -0.71
C 1.03 -2.89 -2.75
Cl 2.21 -3.84 -1.94
C 0.77 -3.08 -4.10
Cl 1.65 -4.25 -4.98
I -5.66 2.55 1.49
C -3.59 2.46 1.34
C -2.67 3.42 1.70
N -1.46 2.92 1.42
N -1.54 1.69 0.90
C -2.83 1.39 0.84
H -2.81 4.40 2.13
H -0.57 3.36 1.55
H -3.18 0.45 0.47
S 1.28 0.53 4.84
C 2.13 1.74 3.98
C 1.78 1.73 2.67
N 0.83 0.79 2.36
C 0.48 0.09 3.40
H 2.83 2.39 4.47
H 2.18 2.38 1.90
H -0.24 -0.71 3.36
Cl 4.64 -2.57 -0.21
Ge 2.53 -2.10 0.12
Cl 2.28 -2.18 2.30
Cl 2.54 0.23 -0.30


Look up the charge of the third one.
-1


Which value of charge does entry 3 give?
-1